Here is the ion C27H48FN2O2S2 with charge +1 at a distorted geometry from OMol25. Energies are from ωB97M-V/def2-TZVPD.

total charge	+1
HOMO level	-11.10	eV
electronic energy	-60215.648	eV
SMILES	C#CCCC[C@@]1(S)[C@H](CCCCCN)[C@H](CCCS)[C@@](F)(CCCCCCOC(=O)C=C)[N@H+]1C

Last column: Löwdin charge in e.
Geometry (Å):
C: -0.3919 -3.9959 5.3112  0.03
C: 0.0790 -4.5735 4.0934  -0.10
C: 0.4080 -5.1854 2.5721  -0.19
C: -0.7588 -4.6258 1.5494  -0.25
C: -0.1719 -3.9098 0.1849  -0.20
C: -0.3415 -2.2805 0.1391  -0.60
S: 0.2574 -1.7676 1.8376  0.85
C: 0.5616 -1.8714 -1.1976  -0.19
C: 1.9751 -1.1939 -0.7217  -0.18
C: 2.9853 -0.7548 -1.9349  -0.20
C: 3.1709 0.8714 -1.8524  -0.24
C: 3.4781 1.6141 -3.2805  -0.20
C: 3.9806 3.1608 -2.8891  -0.30
N: 4.0645 3.9480 -4.1800  -0.07
C: -0.5565 -0.9884 -2.0076  -0.15
C: -0.1151 -0.0394 -3.2682  -0.13
C: -1.2957 0.0939 -4.4456  -0.25
C: -1.4980 1.6642 -4.8837  -0.56
S: -3.2299 1.9911 -5.5472  0.61
C: -1.4890 -0.3756 -0.7980  -0.22
F: -0.5485 0.6503 -0.2097  -0.05
C: -2.8236 0.5066 -1.1552  -0.08
C: -2.8056 2.0491 -0.5707  -0.19
C: -3.0378 2.1199 1.0840  -0.18
C: -1.9294 3.2115 1.6440  -0.20
C: -1.3980 2.8107 3.1560  -0.17
C: 0.1642 2.3170 3.2178  -0.18
O: 0.2012 1.1752 4.1825  -0.13
C: 1.5611 0.9774 4.7092  -0.26
O: 2.6765 1.4229 4.0705  -0.03
C: 1.7136 0.1291 6.1243  -0.05
C: 1.6233 0.9217 7.3921  0.00
N: -1.7139 -1.6528 0.0388  -0.10
C: -2.7689 -2.6366 -0.4159  0.00
H: -1.1463 -3.5838 6.1387  0.06
H: 1.4366 -4.7007 2.2664  0.10
H: 0.4986 -6.3522 2.5581  0.12
H: -1.5920 -3.9733 2.0985  0.10
H: -1.3434 -5.5962 1.1734  0.13
H: -0.5928 -4.4688 -0.7752  0.13
H: 1.0020 -4.1269 0.1911  0.14
H: -0.4784 -0.6015 2.2152  -0.07
H: 0.7581 -2.9085 -1.7467  0.16
H: 2.5436 -2.0059 -0.0574  0.12
H: 1.8454 -0.2357 -0.0266  0.11
H: 4.0499 -1.2232 -1.6646  0.13
H: 2.7129 -1.1756 -2.9917  0.11
H: 2.2288 1.4336 -1.3820  0.11
H: 4.0638 1.0855 -1.1127  0.12
H: 4.2558 1.0629 -3.9674  0.13
H: 2.4228 1.7781 -3.8129  0.10
H: 3.1788 3.6692 -2.1658  0.12
H: 4.9806 3.1162 -2.2736  0.12
H: 3.0640 4.2166 -4.3923  0.07
H: 4.6341 4.8178 -3.9985  0.08
H: -1.1754 -1.8438 -2.5641  0.15
H: 0.8002 -0.5549 -3.8312  0.13
H: 0.1842 1.0199 -2.8665  0.11
H: -0.9579 -0.4936 -5.4194  0.12
H: -2.2994 -0.4318 -4.0964  0.09
H: -1.2333 2.4345 -4.0407  0.08
H: -0.7374 1.8530 -5.7839  0.10
H: -3.9626 2.6842 -4.5666  -0.14
H: -3.0308 0.6130 -2.3257  0.12
H: -3.8234 0.0161 -0.7245  0.13
H: -1.9016 2.6973 -0.9342  0.11
H: -3.7796 2.5709 -1.0232  0.13
H: -4.1437 2.3599 1.3812  0.13
H: -2.6864 1.0632 1.5129  0.09
H: -2.4066 4.2992 1.6308  0.13
H: -0.9545 3.2739 0.9616  0.11
H: -1.5582 3.7519 3.8472  0.12
H: -2.0566 1.9348 3.5888  0.12
H: 0.7993 3.2373 3.6148  0.15
H: 0.6289 2.0377 2.1690  0.13
H: 1.9148 -1.0253 6.1388  0.11
H: 2.0713 0.5252 8.4243  0.09
H: 1.1286 1.9897 7.3195  0.08
H: -2.1436 -1.2291 0.9060  0.16
H: -3.0055 -3.3268 0.5291  0.14
H: -3.7931 -2.1629 -0.7258  0.12
H: -2.4271 -3.3042 -1.3447  0.14


Here is a structure of composition C32H28AsBCl2F11N2O4S3SbTa at a distorted geometry from OMol25. Energies are from ωB97M-V/def2-TZVPD.

expectation value of S²	0.756
total charge	+2
spin multiplicity	2
HOMO level (spin up / spin down)	-12.94 / -13.07	eV
ΔE to the lowest compared entry with this formula, charge and spin	66.7	kcal per mole
electronic energy	-201847.148	eV

Last column: Mulliken spin population.
Geometry (Å):
Ta: 12.8712 10.2960 13.2683  0.84
F: 9.2305 13.8017 18.3133  0.00
C: 10.2077 13.4001 17.4800  0.00
C: 9.8905 12.7188 16.2994  0.00
F: 8.6084 12.4894 15.9198  0.00
C: 10.9216 12.2914 15.4843  0.00
F: 10.5502 11.6161 14.3337  0.00
C: 12.2592 12.6038 15.7209  0.02
S: 13.5969 12.2495 14.5470  -0.06
C: 12.5281 13.2915 16.8955  0.01
F: 13.8248 13.5754 17.1886  0.00
C: 11.5605 13.6480 17.8389  0.00
F: 11.9115 14.1973 19.0125  0.00
C: 16.0289 9.1898 20.6841  0.00
C: 15.2708 9.0931 19.3689  0.00
C: 15.4120 9.9705 18.2736  0.00
C: 14.6661 9.8471 17.0973  0.00
C: 13.7920 8.7947 16.9571  0.00
C: 13.5673 7.9276 18.0454  0.00
C: 14.3460 8.0417 19.2204  0.00
S: 12.9546 8.4060 15.4460  0.00
O: 11.9278 9.4421 15.0391  0.01
O: 12.5332 7.0365 15.5732  0.00
N: 13.9899 8.8122 14.2328  -0.04
C: 15.2610 8.3771 13.8755  0.02
C: 16.1594 7.5328 14.5163  0.00
C: 17.3450 7.1643 13.8411  -0.01
C: 17.6203 7.6774 12.5689  0.01
C: 16.6974 8.5062 11.8876  -0.01
C: 16.8316 8.8759 10.5217  0.03
C: 15.8015 9.5849 9.9292  -0.01
C: 14.6795 9.9836 10.6694  0.04
N: 14.5824 9.6870 11.9879  0.04
C: 15.5733 8.9450 12.6030  -0.01
H: 16.6041 10.1277 20.7475  0.00
H: 16.7621 8.3469 20.8231  0.00
H: 15.3144 9.1551 21.5312  0.00
H: 16.0504 10.8442 18.3503  0.00
H: 14.7948 10.5767 16.3125  0.00
H: 12.8406 7.1538 17.9598  0.00
H: 14.2089 7.3191 20.0138  0.00
H: 15.9246 7.1207 15.4995  0.00
H: 18.0536 6.5154 14.3268  0.00
H: 18.4916 7.3130 12.0365  0.00
H: 17.6791 8.4861 9.9588  0.00
H: 15.8335 9.8078 8.8684  0.00
H: 13.8676 10.5305 10.2034  0.00
C: 8.6821 6.2160 15.8912  0.00
As: 8.3995 6.7626 14.0514  0.00
C: 6.5174 6.7797 13.4361  0.00
C: 9.5534 5.7991 12.8079  0.00
S: 8.8149 8.9938 14.0573  0.00
H: 8.0503 5.3389 16.1451  0.00
H: 8.4805 7.0758 16.5282  0.00
H: 9.7377 5.9268 15.9961  0.00
H: 6.5199 6.5914 12.3388  0.00
H: 6.1610 7.8000 13.6770  0.00
H: 5.9030 6.0379 13.9570  0.00
H: 9.5615 6.4121 11.8824  0.00
H: 9.1987 4.7733 12.5869  0.00
H: 10.5824 5.8165 13.1952  0.00
F: 11.3776 10.8407 12.1733  0.04
Sb: 11.5172 12.9806 11.1746  0.01
F: 9.7196 13.4547 10.8728  0.00
F: 11.4657 11.7920 9.6402  0.00
F: 12.3586 14.2975 10.2013  0.00
F: 13.2714 12.0943 11.7378  0.00
F: 11.5122 14.0302 12.7942  0.00
O: 8.3858 8.5052 11.1550  0.00
B: 8.6793 9.4083 12.2655  0.00
O: 8.3494 10.7755 11.8580  0.00
C: 7.9792 10.6954 10.5282  0.00
C: 7.7767 11.6842 9.6213  0.00
C: 7.5641 11.3451 8.2725  0.00
C: 7.4208 10.0328 7.8924  0.00
C: 7.6878 9.0055 8.8174  0.00
C: 7.9343 9.3349 10.1046  0.00
H: 7.8525 12.7524 9.9516  0.00
H: 7.4048 12.1689 7.5797  0.00
H: 7.1805 9.7330 6.8848  0.00
H: 7.6389 7.9715 8.5820  0.00
Cl: 11.9090 8.2139 12.1098  0.00
C: 12.5665 6.5027 11.1536  0.03
Cl: 13.5350 5.7086 12.3158  0.00
H: 13.1526 6.9049 10.2940  0.00
H: 11.6908 5.9544 10.8603  0.00


Here is a cluster of 2 separate species, C4H4NOS in total at a distorted geometry from OMol25. Energies are from ωB97M-V/def2-TZVPD.

total charge	+1
HOMO level	-13.64	eV
ΔE to the lowest compared entry with this formula, charge and spin	4.4	kcal per mole
electronic energy	-18574.697	eV

Last column: Löwdin charge in e.
Geometry (Å):
C: -0.8344 -1.3928 0.2597  -0.15
C: -1.9361 0.1972 -0.6822  0.01
C: 3.2899 0.1082 0.3333  -0.29
C: -0.5847 0.5245 -0.6861  -0.12
N: 0.0626 -0.4732 -0.1220  -0.09
O: -2.0156 -0.9868 0.0191  0.11
S: 2.4047 -0.8116 -0.4289  1.11
H: -0.7314 -2.2699 0.7735  0.13
H: -2.6302 0.8141 -1.2092  0.13
H: 3.5502 1.0757 0.7268  0.04
H: 0.0385 1.2813 -1.0390  0.11


Here is a structure of composition C27H19CrNO3SSe4 at a distorted geometry from OMol25. Energies are from ωB97M-V/def2-TZVPD.

expectation value of S²	0.768
total charge	-1
spin multiplicity	2
HOMO level (spin up / spin down)	-4.18 / -4.24	eV
electronic energy	-336586.352	eV

Last column: Mulliken spin population.
Geometry (Å):
Cr: -0.3236 0.5225 0.0795  1.13
O: 0.8436 -1.0164 1.5415  0.00
C: 0.1301 -2.2427 1.7322  0.01
C: -0.8546 -2.3196 0.4999  0.00
O: -1.1940 -3.3972 0.0423  0.00
O: -1.2858 -1.1898 0.1395  0.00
C: -0.8041 -2.2361 2.9367  0.00
C: -0.7730 -1.2596 3.9218  0.01
C: -1.7058 -1.2681 4.9461  0.00
C: -2.6454 -2.2778 5.0259  0.00
C: -2.6391 -3.2933 4.0830  0.00
C: -1.7334 -3.2667 3.0422  0.00
C: 1.1066 -3.3908 1.9596  0.00
C: 1.9447 -3.2799 3.0693  0.00
C: 2.7816 -4.3160 3.4350  0.00
C: 2.7906 -5.4891 2.7005  0.00
C: 1.9857 -5.5978 1.5811  0.00
C: 1.1550 -4.5543 1.2036  0.00
H: 1.3237 -0.7928 2.3556  0.00
H: -0.0418 -0.4620 3.9178  0.00
H: -1.7025 -0.4662 5.6688  0.00
H: -3.3844 -2.2742 5.8143  0.00
H: -3.3548 -4.1011 4.1475  0.00
H: -1.7513 -4.0367 2.2865  0.00
H: 1.9221 -2.3826 3.6765  0.00
H: 3.4157 -4.2090 4.3059  0.00
H: 3.4171 -6.3143 3.0101  0.00
H: 2.0001 -6.5101 1.0025  0.00
H: 0.5206 -4.6549 0.3383  0.00
Se: 1.5513 2.0806 -0.1530  -0.06
Se: 1.4765 3.6438 1.5833  0.00
Se: 0.5145 2.2849 3.2674  -0.01
Se: -1.3198 1.3922 2.1049  0.00
S: 0.2668 -0.1324 -4.3440  0.00
C: 1.6732 -0.8200 -3.5723  0.00
C: 2.7976 -1.3700 -4.1572  0.00
C: 3.7870 -1.8700 -3.3283  0.00
C: 3.6495 -1.8221 -1.9439  0.00
C: 2.5380 -1.2573 -1.3560  0.00
C: 1.5358 -0.7407 -2.1726  0.00
N: 0.3949 -0.1258 -1.7571  -0.01
C: -0.3752 0.2484 -2.7583  -0.01
C: -1.5284 1.0351 -2.4923  0.00
C: -2.4401 1.4329 -3.4757  -0.01
C: -3.4762 2.2739 -3.1375  0.01
C: -3.5947 2.7174 -1.8231  0.00
C: -2.7011 2.3007 -0.8530  0.00
C: -1.6420 1.4493 -1.1434  -0.07
H: 2.8959 -1.3991 -5.2325  0.00
H: 4.6749 -2.3069 -3.7621  0.00
H: 4.4269 -2.2270 -1.3139  0.00
H: 2.4293 -1.1956 -0.2821  0.00
H: -2.3178 1.0683 -4.4875  0.00
H: -4.1937 2.5909 -3.8837  0.00
H: -4.3916 3.3989 -1.5570  0.00
H: -2.8330 2.6686 0.1590  0.00